110
Properties=species:S:1:pos:R:3:forces:R:3:mulliken_charge:R:1 method="wB97M-V/def2-TZVPD" homo_lumo_gap_ev=4.90 lumo_ev=3.44 total_charge=-2 homo_energy_ev=-1.457
Rb -14.4108 2.4557 21.8413 0.0 -0.9 -0.1 0.739
Cl -14.1994 3.7554 11.8449 -0.1 -0.5 0.8 -0.266
C -14.5116 3.2634 13.5220 -1.7 -0.5 2.1 0.448
C -15.8578 3.3813 14.0648 3.3 -0.8 -0.5 -1.050
C -15.9920 3.1520 15.4375 1.9 0.4 -0.5 -0.568
C -14.9009 2.9558 16.3069 0.9 -0.9 -0.9 0.430
C -13.5851 2.7745 15.7362 -2.7 -0.1 1.0 0.178
C -13.4536 2.8064 14.3850 0.1 2.3 -3.1 -1.104
C -15.1352 2.8218 17.7565 -1.6 -1.0 1.9 0.790
C -14.4035 3.6565 18.6545 -0.1 1.8 0.3 0.610
C -13.1733 4.2776 18.3018 1.9 1.1 0.1 -1.004
C -12.8660 5.2101 19.2660 0.2 -0.2 -0.1 -1.441
C -13.9446 5.1986 20.2205 -0.1 -0.3 0.3 0.132
C -13.9863 6.0209 21.4349 -1.9 -1.9 -1.0 1.615
C -13.2612 7.2999 21.4266 0.4 -0.5 -0.1 0.022
C -13.3013 8.0165 20.2362 1.0 1.5 -0.2 -0.442
C -12.7199 9.3115 20.1718 -0.6 -0.4 -1.0 -1.002
C -12.0371 9.7920 21.2627 -0.4 -0.9 0.1 0.470
Cl -11.1670 11.2651 21.0789 0.2 0.7 0.2 -0.263
C -11.9618 9.0553 22.4472 0.3 0.5 -0.7 -0.829
C -12.5326 7.8006 22.5204 -0.7 0.4 0.3 -0.258
C -14.9936 5.7828 22.4299 0.7 -0.6 0.2 0.058
N -15.7417 4.6399 22.5311 -0.6 1.0 0.4 0.397
C -16.6793 4.8372 23.5119 1.3 0.3 -1.3 0.103
C -17.6181 3.8663 23.9273 0.0 1.0 1.3 1.199
C -18.6114 4.3491 24.9804 0.1 -0.5 0.9 -0.532
C -19.7421 4.9880 24.4490 0.3 -1.0 0.3 -0.121
C -20.7769 5.4785 25.2330 0.3 0.7 0.0 -0.836
C -20.6888 5.2712 26.5791 1.1 -0.6 1.1 0.563
Cl -21.9192 5.8544 27.6662 -0.3 0.2 0.0 -0.259
C -19.5831 4.6131 27.1867 -0.2 0.6 -1.1 -0.750
C -18.5002 4.1798 26.4212 -1.0 0.6 -2.0 -0.180
C -17.7608 2.5721 23.4680 0.4 -0.1 -0.8 -0.303
C -18.2792 1.4677 24.2408 -0.8 -0.5 1.7 -1.144
C -18.2230 0.3901 23.4388 0.1 -0.4 -0.4 -0.869
C -17.7249 0.8523 22.1393 0.3 -0.7 -0.9 0.572
N -17.3869 2.1496 22.2111 -0.5 -0.1 0.6 -0.363
C -17.6667 0.0490 20.9210 0.3 -0.1 1.7 0.793
C -17.1735 0.5748 19.7094 1.1 1.0 -1.3 -0.200
C -17.6098 0.1899 18.3431 0.0 -1.4 -0.1 -0.828
C -17.0819 1.0798 17.4553 0.7 -0.5 1.6 -1.215
C -16.1365 1.9303 18.2919 -0.2 0.1 -1.8 -0.235
N -16.2622 1.5912 19.5899 -0.7 -0.3 0.4 0.367
C -17.9549 -1.4299 20.9818 1.2 0.6 -1.9 -0.175
C -18.9987 -2.0523 21.6301 -0.6 -0.7 0.2 -0.074
C -19.2090 -3.4275 21.4728 0.5 -0.7 -0.2 -0.801
C -18.3730 -4.1978 20.6538 -0.3 1.2 -0.4 0.493
Cl -18.5868 -5.8796 20.3508 -0.5 -0.7 0.2 -0.265
C -17.3572 -3.5959 19.9168 -0.3 0.5 0.5 -0.957
C -17.1152 -2.2593 20.1322 -0.7 0.7 1.3 -0.566
C -16.4763 6.1569 24.0862 0.4 0.2 -0.1 -1.468
C -15.3706 6.7078 23.4770 -1.7 -0.6 0.1 -1.273
N -14.8644 4.2632 19.7945 -0.1 -0.3 0.2 -0.513
H -16.6667 3.5472 13.3811 -0.4 0.3 0.0 0.421
H -16.9040 3.2209 15.9298 -1.7 0.2 0.4 0.742
H -12.7918 2.5772 16.4228 0.5 -0.3 -0.1 0.250
H -12.4829 2.8507 13.8692 -0.2 -0.6 0.6 0.299
H -12.4947 4.0726 17.4764 -0.4 0.1 0.3 0.221
H -11.9617 5.8038 19.3600 -0.1 -0.1 -0.2 0.607
H -13.6454 7.5124 19.3347 -0.5 0.5 0.3 0.543
H -12.8025 9.9839 19.2830 0.1 -1.0 0.6 0.302
H -11.4042 9.5296 23.2307 0.2 -0.3 0.6 0.396
H -12.4849 7.2650 23.4669 0.0 -0.2 -0.3 0.731
H -19.8995 4.9575 23.3848 0.4 0.4 -0.3 0.487
H -21.5141 6.1617 24.8108 -0.2 -0.6 0.1 0.349
H -19.5818 4.5663 28.2559 0.1 -0.2 0.4 0.387
H -17.6215 3.7165 26.8663 -0.2 0.1 -0.2 0.552
H -18.5800 1.3949 25.3329 0.4 0.5 -1.6 0.256
H -18.4444 -0.6237 23.7221 0.0 -0.1 0.0 0.560
H -18.0778 -0.8239 18.1313 0.1 1.8 0.1 0.296
H -17.2409 1.0497 16.3912 0.2 0.1 -0.1 0.553
H -19.7019 -1.5089 22.2606 0.2 0.0 -0.3 0.590
H -20.0436 -3.9156 21.9622 0.1 0.0 0.1 0.377
H -16.7870 -4.1330 19.1737 0.2 -0.2 0.2 0.386
H -16.1985 -1.8451 19.7608 0.1 0.4 -0.5 0.675
H -17.1219 6.6177 24.8211 0.2 0.0 0.1 0.444
H -15.0242 7.6992 23.6348 0.4 0.6 0.1 0.565
Br -14.0997 1.7686 25.3333 0.2 0.0 0.7 -0.141
C -12.6246 2.8479 25.9015 0.8 1.2 0.5 0.211
C -12.3900 3.1951 27.2367 -0.8 -1.5 -1.5 -0.469
C -11.3499 4.1170 27.5501 -0.9 -0.4 -0.1 -0.631
C -10.5797 4.6367 26.5380 0.4 0.3 2.5 -0.827
C -10.7358 4.2203 25.2291 -0.7 0.3 0.7 1.193
C -9.8082 4.5703 24.2895 2.6 0.5 -2.0 -0.853
C -9.8509 4.1008 22.9926 -0.4 -0.3 -0.3 -0.657
C -11.0414 3.4619 22.5466 1.2 -0.6 1.4 -0.093
C -11.9293 3.0101 23.5137 -1.6 -0.5 -1.3 -0.679
C -11.7973 3.3883 24.8728 -0.3 -0.8 -1.2 0.489
H -12.9945 2.5723 27.9120 0.4 1.0 0.4 0.311
H -11.2664 4.4087 28.5959 0.4 0.0 -0.2 0.342
H -9.7401 5.2845 26.8153 -0.3 0.0 -0.2 0.287
H -8.9238 5.1447 24.5920 -0.3 -0.2 0.1 0.203
H -8.9620 4.0540 22.3436 -0.3 0.8 0.2 0.293
H -11.0454 3.1089 21.5020 -0.4 0.2 0.3 0.217
C -9.9194 -2.7654 22.2795 -2.1 0.2 1.3 -0.948
N -9.8667 -1.5353 21.5067 -0.1 -0.2 -0.2 0.239
C -8.8144 -0.6459 21.4319 0.1 0.6 -1.0 -0.509
C -9.1396 0.2496 20.4544 0.1 0.9 -0.2 -0.360
N -10.4365 -0.0225 20.0022 -0.1 -1.5 1.5 0.558
C -11.2291 0.5963 18.9513 1.4 1.1 -1.8 -1.214
C -10.8483 -1.1924 20.6100 0.5 -0.2 -0.6 -0.305
Se -12.2016 -2.3513 20.0435 0.3 0.6 0.4 -0.328
H -11.0250 -2.8573 22.5313 1.4 0.0 0.1 0.346
H -9.3235 -2.7243 23.2146 -0.3 0.3 -0.7 0.298
H -9.7313 -3.6993 21.7631 0.5 0.2 -0.7 0.334
H -7.8991 -0.7001 22.0264 -0.6 -0.1 -0.3 0.417
H -8.5490 1.0816 20.0276 -0.6 -0.6 0.6 0.400
H -12.3100 0.4071 19.0054 0.6 -0.2 0.3 0.339
H -10.7904 0.2143 17.9876 -0.9 0.1 0.6 0.388
H -11.0476 1.7022 18.8668 -0.2 -0.9 0.7 0.340

***

19
Properties=species:S:1:pos:R:3:forces:R:3:mulliken_charge:R:1 method="wB97M-V/def2-TZVPD" homo_lumo_gap_ev="10.27 / 7.08" lumo_ev="0.80 / -2.04" total_charge=0 homo_energy_ev="-9.472 / -9.124" spin_multiplicity=2
C 0.8880 1.2173 -0.8438 0.1 0.6 0.0 -0.705
C 0.7881 0.6968 -2.2745 -0.3 0.3 -0.2 -0.614
S 0.9485 1.9327 -3.5634 0.1 0.0 0.1 -0.088
C 0.7204 0.1191 0.1965 0.1 -0.4 -0.1 -0.459
N -0.6996 -0.1524 0.4924 0.2 -0.2 -0.7 -0.294
C -1.0379 -1.5792 0.4846 0.3 -0.1 0.3 -1.117
H 0.1400 2.0079 -0.7135 -0.1 -0.2 0.1 0.304
H 1.8334 1.7560 -0.7155 0.1 -0.3 0.0 0.430
H 1.4599 -0.1319 -2.4662 0.3 -0.1 0.0 0.350
H -0.2129 0.3080 -2.5013 -0.1 -0.2 0.2 0.261
H 1.2581 0.3432 1.1126 0.0 0.3 0.2 0.290
H 1.2219 -0.7815 -0.1837 -0.1 -0.1 -0.1 0.308
H -1.2153 0.2458 -0.2873 -0.2 0.1 0.3 0.251
H -0.5539 -2.1217 1.3139 -0.1 0.3 -0.2 0.332
H -2.1092 -1.6792 0.6066 -0.2 -0.1 0.1 0.359
H -0.7469 -2.0944 -0.4409 0.1 0.1 0.0 0.393
H -1.1097 0.6732 2.9903 -0.1 -0.6 0.4 0.327
H -0.5003 -0.6905 3.1654 -0.1 0.0 0.1 0.306
O -1.0727 -0.0692 3.6279 0.1 0.6 -0.5 -0.636

***

58
Properties=species:S:1:pos:R:3:forces:R:3:mulliken_charge:R:1 method="wB97M-V/def2-TZVPD" homo_lumo_gap_ev="5.17 / 5.04" lumo_ev="-5.94 / -6.02" total_charge=+1 homo_energy_ev="-11.112 / -11.062"
Pd -0.1837 0.2693 0.2139 0.1 0.0 0.6 0.144
C 0.8267 2.7840 -2.2831 -0.1 0.0 0.0 -1.367
C 2.1627 2.2269 -1.8748 0.1 0.0 0.0 1.139
C 3.2189 2.2804 -2.7765 0.0 0.0 0.0 -0.935
C 4.4824 1.8432 -2.4147 0.0 0.0 0.0 -0.877
C 4.7003 1.3274 -1.1464 0.0 0.0 -0.1 -0.827
C 3.6715 1.2402 -0.2172 0.0 0.0 -0.2 1.649
C 3.9442 0.6137 1.1184 -0.1 0.0 0.1 -1.660
C 2.4082 1.7155 -0.5928 -0.1 -0.1 -0.1 -0.123
N 1.3060 1.6177 0.3005 0.2 0.0 0.2 0.263
C 1.3607 2.3148 1.4885 -0.4 0.3 -0.1 -0.051
O 2.2390 3.0578 1.8512 0.1 -0.1 0.1 -0.611
C 0.0798 2.1737 2.2862 -0.1 0.0 -0.1 0.153
C -0.2000 2.7754 3.4964 0.0 0.0 -0.1 -0.601
C -1.4564 2.5681 4.0588 0.0 0.0 0.0 -0.370
C -2.4017 1.7759 3.4161 -0.1 0.0 -0.1 -0.615
C -2.0465 1.1972 2.2138 -0.2 -0.2 -0.2 0.019
N -0.8520 1.4268 1.7004 0.4 0.0 0.0 -0.011
C -2.8972 0.2775 1.3651 0.0 0.3 0.1 0.386
O -4.0833 0.1696 1.5573 0.0 0.0 0.1 -0.576
N -2.2017 -0.2977 0.3214 0.1 -0.2 -0.1 0.521
C -2.7737 -1.3291 -0.4448 0.0 0.1 -0.2 0.369
C -3.4126 -2.4420 0.1340 0.0 -0.1 0.0 1.034
C -3.5100 -2.6845 1.6137 0.0 0.0 0.0 -1.512
C -4.0070 -3.3601 -0.7244 0.0 0.0 -0.1 -0.932
C -3.9645 -3.2033 -2.1009 0.0 0.0 0.1 -0.852
C -3.3100 -2.1158 -2.6604 0.1 0.0 0.0 -1.124
C -2.6993 -1.1792 -1.8465 0.0 0.1 0.0 1.216
C -1.9367 -0.0222 -2.4359 0.0 -0.3 0.1 -1.123
H 0.6941 2.7108 -3.3616 0.0 0.0 0.0 0.456
H 0.7549 3.8390 -2.0092 0.0 0.0 0.0 0.341
H -0.0238 2.2839 -1.8159 0.1 0.0 0.0 0.048
H 3.0450 2.6794 -3.7677 0.0 0.0 0.0 0.449
H 5.2988 1.8939 -3.1225 0.0 0.0 0.0 0.435
H 5.6845 0.9682 -0.8725 0.0 0.0 0.0 0.442
H 4.7801 -0.0800 1.0382 0.0 0.0 0.0 0.495
H 3.0781 0.0619 1.4967 0.0 0.0 0.0 0.145
H 4.1941 1.3656 1.8669 0.0 0.0 0.0 0.331
H 0.5597 3.3866 3.9633 0.0 0.0 0.0 0.564
H -1.7021 3.0288 5.0059 0.0 0.0 0.0 0.465
H -3.3910 1.6001 3.8146 0.0 0.0 0.0 0.564
H -2.5826 -2.4504 2.1358 0.0 0.1 0.0 0.182
H -3.7315 -3.7337 1.7995 0.0 0.0 0.0 0.489
H -4.2989 -2.0802 2.0605 0.0 0.0 0.0 0.335
H -4.5174 -4.2144 -0.2989 0.0 0.0 0.0 0.440
H -4.4382 -3.9369 -2.7393 0.0 0.0 0.0 0.414
H -3.2623 -2.0010 -3.7354 0.0 0.0 0.0 0.422
H -1.9767 -0.0221 -3.5227 -0.1 0.0 0.0 0.455
H -0.8918 -0.1496 -2.1432 0.0 0.3 -0.3 0.125
H -2.2966 0.9384 -2.0626 0.0 0.0 0.0 0.255
C 2.8984 -3.6469 -0.1420 0.0 0.0 0.1 -0.703
O 1.8849 -3.1841 0.7979 -0.1 0.0 -0.1 -0.299
C 1.1788 -2.1629 0.4652 -0.3 0.3 -0.1 0.820
S -0.0924 -1.6226 1.4770 0.4 -0.3 0.1 -0.163
S 1.3023 -1.2020 -0.9145 -0.1 -0.1 0.0 -0.214
H 3.2017 -4.6169 0.2331 0.0 0.0 0.0 0.277
H 3.7253 -2.9403 -0.1292 0.0 0.0 -0.1 0.316
H 2.4610 -3.7337 -1.1344 0.0 0.0 0.0 0.391

***

9
Properties=species:S:1:pos:R:3:forces:R:3:mulliken_charge:R:1 method="wB97M-V/def2-TZVPD" homo_lumo_gap_ev=11.84 lumo_ev=0.92 total_charge=0 homo_energy_ev=-10.920 smiles=OCC(F)F
O 1.8625 -0.0209 0.2360 1.2 0.1 0.4 -0.504
C 0.7431 -0.5969 -0.3333 -0.7 1.2 -0.1 -0.511
C -0.4636 0.0019 0.3230 -0.1 0.5 -0.3 0.387
F -1.5460 -0.7363 -0.0158 -0.5 0.1 0.0 -0.253
F -0.6379 1.2823 -0.1489 -0.2 -0.1 0.1 -0.273
H 2.0452 0.7375 -0.3037 0.5 0.7 0.0 0.318
H 0.7204 -0.3745 -1.4136 -0.3 -0.7 0.3 0.316
H 0.6971 -1.6049 -0.0359 0.3 -1.6 -0.3 0.307
H -0.3848 0.0659 1.4097 0.0 -0.1 0.0 0.214

***

16
Properties=species:S:1:pos:R:3:forces:R:3:mulliken_charge:R:1 method="wB97M-V/def2-TZVPD" homo_lumo_gap_ev=11.20 lumo_ev=-3.89 total_charge=+1 homo_energy_ev=-15.094 smiles="CC[NH2+]CC=O"
C 1.8723 -0.9956 0.6636 2.2 1.2 0.1 -1.208
C 0.7938 -0.8510 -0.3800 1.5 -1.4 -0.6 -0.402
N -0.4581 -0.2492 0.1734 -0.8 -0.1 -0.4 -0.137
C -0.7510 1.1886 -0.1932 1.8 0.1 -1.3 -0.538
C -2.2309 1.3310 -0.4141 -0.6 0.8 0.8 0.061
O -2.9609 0.6776 0.2821 -0.1 -0.2 -0.5 -0.410
H 2.8218 -1.3292 0.1834 -0.9 -0.3 0.1 0.352
H 1.6357 -1.6850 1.4743 -0.2 0.0 -0.2 0.363
H 2.2847 -0.0457 1.1051 -1.0 -0.5 -0.3 0.344
H 1.1073 -0.4505 -1.3521 -0.1 1.4 0.7 0.352
H 0.6682 -1.8525 -0.8370 -1.1 0.0 1.1 0.346
H -1.2178 -0.8389 -0.1982 -0.1 0.5 0.3 0.395
H -0.5601 -0.3114 1.2034 0.5 -0.4 -0.6 0.378
H -0.1444 1.4687 -1.0642 -0.5 -0.6 -0.4 0.352
H -0.2510 1.8642 0.5033 -0.8 -0.1 0.7 0.391
H -2.6096 2.0788 -1.1499 0.3 -0.4 0.3 0.361

***

18
Properties=species:S:1:pos:R:3:forces:R:3:mulliken_charge:R:1 method="wB97M-V/def2-TZVPD" homo_lumo_gap_ev=9.27 lumo_ev=0.73 total_charge=0 homo_energy_ev=-8.536
H 2.7428 1.4810 -0.0025 -2.7 -1.6 0.6 0.213
N 1.6905 1.1301 0.0831 4.1 0.2 -1.1 -0.579
C 1.4765 -0.1196 -0.1254 0.7 1.3 1.3 0.452
C 2.6071 -1.2800 0.0504 -0.3 1.1 1.5 -0.954
N 0.0975 -0.3929 -0.2281 2.2 -3.9 -0.6 -0.230
C -0.9531 0.4344 -0.0746 0.5 2.3 2.4 0.615
C -0.6637 1.9494 0.0148 -3.4 -1.7 -0.8 -1.083
N -2.1336 0.0664 0.1933 -2.1 -2.6 -0.9 -0.483
N -2.2968 -1.4114 -0.0563 1.7 -1.7 3.3 -0.628
H 3.4946 -0.7326 0.7028 -1.9 -1.4 -2.6 0.282
H 2.2849 -2.0342 0.8151 -0.3 0.6 -0.7 0.290
H 2.8092 -1.9003 -0.8756 0.3 1.3 1.0 0.282
H -0.1197 -1.3988 -0.2693 -0.3 0.9 0.0 0.332
H -0.3229 2.0148 -0.9855 1.7 1.5 -0.6 0.388
H -1.6602 2.4042 -0.0656 0.0 -0.1 0.5 0.351
H -0.1743 2.2732 0.9082 0.7 0.2 -0.3 0.277
H -2.1212 -2.0500 0.9084 -0.4 2.6 -2.9 0.227
H -3.2379 -1.7077 -0.2722 -0.4 1.0 0.0 0.248

***

39
Properties=species:S:1:pos:R:3:forces:R:3:mulliken_charge:R:1 method="wB97M-V/def2-TZVPD" homo_lumo_gap_ev="6.55 / 5.62" lumo_ev="-8.84 / -9.69" total_charge=+2 homo_energy_ev="-15.383 / -15.308" spin_multiplicity=2
I -1.6691 -1.8612 -0.8591 1.4 -0.3 1.4 0.033
I -1.8733 1.9673 -1.0497 0.6 0.2 1.4 0.277
Ti 0.3858 0.1039 0.0788 -0.4 -0.6 -1.8 0.360
P 0.2758 -0.0356 -2.5029 0.5 -0.2 -0.2 0.603
C -1.2084 -0.1279 -3.5517 0.4 0.1 0.0 -0.932
C 1.2526 1.3564 -3.1356 -0.4 -0.2 0.3 -1.042
H 2.2187 -1.4816 -2.4971 0.1 0.0 -0.1 0.346
H 1.5128 -1.2233 -4.1126 0.1 -0.2 -0.1 0.423
H 0.7512 -2.3687 -2.9692 0.0 -0.1 0.0 0.361
C 1.2933 -1.4342 -3.0690 -0.2 0.1 0.4 -1.081
H 2.1716 1.4497 -2.5614 0.1 0.1 -0.1 0.351
H 1.4682 1.0950 -4.1657 0.2 0.3 -0.2 0.407
H -0.8578 -0.1542 -4.5736 0.1 0.1 -0.4 0.327
H -1.8470 0.7226 -3.3919 -0.1 0.2 -0.3 0.381
H 0.6683 2.2664 -3.0687 0.1 0.3 -0.1 0.342
H -1.7837 -1.0119 -3.3354 0.0 -0.2 -0.2 0.421
C -3.0142 0.1133 0.4705 -5.1 0.4 0.2 0.025
O -4.1797 0.0367 0.5177 4.5 0.1 0.0 -0.119
Cl 2.5959 0.2398 0.2861 -1.3 -0.3 -0.3 -0.354
C 2.7538 1.9122 5.8344 0.6 0.2 -0.1 -1.293
C 1.6618 0.9350 5.4805 0.6 -0.3 -0.2 -0.133
N 1.8002 0.5535 4.0094 -1.2 0.4 -0.4 -0.133
C 0.8639 -0.2706 3.4614 0.0 0.2 0.9 0.196
S -0.3007 0.3508 2.2520 -0.3 0.0 0.5 -0.164
N 0.6254 -1.4562 4.0013 0.3 0.5 -1.3 -0.012
C 1.6557 -2.2327 4.7125 0.5 0.2 0.2 -0.523
C 1.0568 -2.9585 5.8926 -0.1 0.0 0.0 -1.221
H 3.7516 1.4567 5.7670 -0.3 0.1 0.0 0.334
H 2.6177 2.2467 6.8594 0.0 0.0 0.1 0.397
H 2.7386 2.8172 5.2012 -0.1 -0.4 0.2 0.362
H 1.7474 0.0200 6.0580 0.0 0.0 0.1 0.189
H 0.6943 1.3838 5.7121 -0.2 -0.1 -0.5 0.289
H 2.0097 1.3850 3.4431 -0.2 -0.6 0.3 0.412
H -0.1267 -2.0170 3.6075 0.0 0.3 0.1 0.311
H 2.0929 -2.9421 3.9891 -0.1 0.3 0.2 0.364
H 2.4265 -1.5034 4.9985 -0.2 -0.6 -0.1 0.396
H 0.3988 -3.7674 5.5772 0.1 -0.1 0.0 0.392
H 1.8552 -3.3740 6.4990 0.0 -0.1 0.1 0.367
H 0.4638 -2.2805 6.4948 0.0 0.2 0.3 0.341